(1)
{
  "formula": "C18H36BN2O36S7",
  "method": "the ωB97M-V functional and the def2-TZVPD basis",
  "de_lowest_ev": 3.270,
  "homo_ev": -12.3,
  "total_charge": 1,
  "total_energy_ev": -172454.4672,
  "homo_lumo_gap_ev": 9.85,
  "max_force_ha_per_bohr": 0.0634,
  "symbols": ["N", "H", "H", "H", "H", "N", "H", "H", "H", "H", "O", "C", "O", "B", "O", "C", "O", "O", "C", "O", "C", "O", "O", "C", "C", "O", "S", "O", "O", "O", "H", "H", "H", "H", "C", "C", "O", "S", "O", "O", "O", "H", "H", "H", "H", "C", "C", "O", "S", "O", "O", "O", "H", "H", "H", "H", "C", "C", "O", "S", "O", "O", "O", "H", "H", "H", "H", "C", "C", "O", "S", "O", "O", "O", "H", "H", "H", "H", "C", "C", "O", "S", "O", "O", "O", "H", "H", "H", "H", "C", "C", "O", "S", "O", "O", "O", "H", "H", "H", "H"],
  "coordinates": [[-4.88651, -2.66644, 2.83515], [-5.36555, -2.90831, 1.95871], [-5.53232, -2.61532, 3.61979], [-4.69360, -1.66877, 2.63008], [-4.04592, -3.25143, 2.82403], [4.11928, 2.69092, 3.03596], [3.19144, 3.03893, 3.27783], [4.15311, 1.72380, 2.69885], [4.78087, 2.63597, 3.80922], [4.51081, 3.20748, 2.22710], [1.51202, 0.98556, -1.62933], [1.08555, 0.56199, -0.59510], [0.04480, -0.17932, -0.44387], [-0.25098, -0.44434, 0.95956], [0.93343, 0.12486, 1.68677], [1.73200, 0.74347, 0.82858], [2.70621, 1.37211, 1.11921], [-0.56004, -1.89419, 1.09482], [-1.77898, -2.01249, 1.51634], [-2.41724, -3.01718, 1.71444], [-2.34092, -0.57796, 1.77568], [-1.43776, 0.28377, 1.37605], [-3.44244, -0.41396, 2.21734], [0.49685, -5.08095, -1.03202], [-0.78118, -5.46114, -1.74640], [-1.57313, -5.98809, -0.63043], [-0.61613, -6.50545, 0.62589], [-0.71899, -7.90810, 0.93737], [-0.75402, -5.59714, 1.72740], [0.74728, -6.14620, -0.13087], [0.34075, -4.19279, -0.41290], [1.38302, -4.98686, -1.65582], [-0.75739, -6.28201, -2.45693], [-1.28615, -4.55221, -2.06452], [-5.75995, -2.42915, -2.91475], [-5.01641, -3.24246, -1.88395], [-4.12025, -2.26491, -1.35213], [-4.95913, -0.84042, -1.15493], [-4.15221, 0.28844, -1.53059], [-5.54341, -0.84717, 0.14417], [-6.14438, -1.22985, -2.25838], [-6.60229, -2.87748, -3.43410], [-5.02159, -2.11401, -3.66131], [-4.37789, -4.04933, -2.23700], [-5.67726, -3.65883, -1.11677], [0.15246, -0.43983, -4.15341], [1.01460, -1.79170, -4.34139], [0.11525, -2.78460, -4.83095], [-1.31551, -2.15733, -5.32936], [-2.50598, -2.84770, -4.90696], [-1.10288, -1.86740, -6.72536], [-1.14794, -0.88897, -4.36166], [0.46157, 0.23875, -4.95387], [0.20358, 0.08442, -3.20577], [1.51729, -2.05300, -3.41460], [1.71094, -1.64824, -5.16437], [2.97709, -1.88956, 6.55912], [1.52250, -1.80690, 6.18353], [1.49252, -1.07652, 4.94943], [2.69206, 0.06245, 5.01406], [2.20277, 1.36679, 5.37236], [3.53848, -0.01062, 3.85301], [3.45575, -0.57629, 6.29304], [3.56276, -2.64338, 6.03047], [3.07905, -2.09311, 7.62455], [1.05766, -1.13888, 6.91297], [1.06409, -2.78832, 6.11531], [-0.67826, 3.00687, 4.71191], [-1.41249, 2.77336, 3.38968], [-0.60893, 3.28721, 2.33673], [0.44936, 4.36815, 2.91960], [-0.12292, 5.66420, 2.75161], [1.77346, 4.15471, 2.41835], [0.39574, 3.92643, 4.48979], [-0.42341, 2.08795, 5.23378], [-1.37918, 3.53420, 5.36144], [-2.33485, 3.36468, 3.30485], [-1.87301, 1.79136, 3.27528], [0.00373, 3.63382, -2.96216], [0.78719, 4.21490, -4.20241], [-0.02396, 5.29780, -4.62770], [-1.61999, 4.89860, -4.35190], [-1.92485, 3.70173, -5.06328], [-2.38670, 6.09569, -4.38651], [-1.18881, 4.40082, -2.81189], [0.54380, 3.83072, -2.03751], [0.09171, 2.55273, -3.06916], [0.94705, 3.33075, -4.82337], [1.68413, 4.81968, -4.06678], [4.67161, 2.31213, -3.02361], [5.71935, 3.39122, -2.68276], [5.03443, 4.26777, -1.83398], [3.92507, 3.52604, -0.87767], [2.68291, 4.20371, -1.13469], [4.45557, 3.42320, 0.46640], [4.07992, 2.11032, -1.76650], [5.16654, 1.39023, -3.31802], [3.90749, 2.67784, -3.71182], [6.15352, 3.92406, -3.53055], [6.63324, 3.03406, -2.19553]],
  "atomic_forces_ev_per_a": [[-1.4, 1.0, -1.4], [-0.4, -0.3, 0.4], [0.2, -1.0, 0.1], [1.3, 0.0, 0.0], [0.4, 0.4, 0.6], [1.9, -0.7, -0.3], [-0.2, -0.2, -0.1], [-1.2, 0.0, -0.1], [-0.3, 0.7, 0.2], [-0.4, 0.2, 0.5], [0.1, 0.2, -0.1], [1.5, 0.5, 0.3], [-1.3, -0.7, -0.2], [1.2, 0.4, -0.5], [-0.4, -0.8, -0.1], [-0.8, 0.1, -0.1], [0.1, -0.2, -0.3], [0.8, 0.3, 0.1], [-0.8, 0.1, 0.6], [0.2, 0.1, -0.1], [0.4, -1.2, -0.7], [-1.1, 0.0, 0.8], [-0.3, 1.0, 0.4], [0.4, 0.3, -0.2], [-0.5, -0.1, 1.4], [0.3, -0.7, 1.2], [-0.2, 0.2, 0.4], [0.1, 1.5, -1.3], [-0.3, -0.2, -0.7], [0.0, -1.3, 0.4], [0.0, 0.2, -0.4], [-0.1, 0.0, -0.1], [0.4, 0.4, -0.4], [-0.1, -0.2, -0.4], [1.1, -0.2, -1.4], [-0.2, -0.4, 0.1], [-0.5, 1.9, 0.7], [0.3, -0.6, -1.3], [-0.9, -1.7, 0.0], [-0.3, -0.2, 0.2], [1.0, 1.0, 1.9], [-0.2, 0.0, 0.4], [-0.1, -0.4, -0.2], [-0.2, 0.1, -0.4], [0.0, 0.2, 0.1], [1.5, -1.1, -1.2], [-0.4, 1.7, -0.4], [-1.3, -0.8, 0.7], [1.3, 0.8, -0.3], [1.6, 0.4, -0.1], [-0.6, 0.0, 1.5], [-2.3, -0.2, -0.5], [-0.2, 0.1, 0.1], [0.1, -0.5, 0.1], [-0.2, -0.6, 0.0], [0.4, 0.1, 0.3], [0.1, -0.7, 0.5], [0.2, 0.5, 0.7], [1.3, 1.1, -0.6], [0.1, -0.4, 0.2], [0.0, -1.2, -0.1], [-0.8, -0.4, 0.8], [-0.2, 0.9, -0.9], [-0.1, 0.2, -0.3], [0.1, 0.2, 0.0], [-0.4, -0.5, 0.2], [-0.3, 0.2, -0.4], [-1.5, 0.5, 0.6], [-2.0, 1.1, 0.2], [1.9, -0.4, 0.1], [-1.0, 0.7, 0.2], [0.3, -0.7, 0.3], [-0.4, -0.5, 0.3], [0.2, -0.5, -1.6], [0.9, 0.1, -0.3], [0.1, -0.1, 0.1], [0.2, 0.4, 0.6], [1.3, -0.4, -0.5], [2.5, 1.1, 0.9], [-0.3, 0.6, 1.2], [-2.5, -0.4, -1.6], [2.9, -0.3, 1.2], [-0.4, 0.5, -0.2], [0.4, -1.0, 0.4], [-1.3, -0.2, -1.6], [0.1, 0.1, 0.0], [-1.7, -0.1, 0.0], [-0.2, 0.7, -1.0], [0.5, -1.0, 0.7], [1.2, 1.2, 0.2], [0.9, -0.5, -0.9], [-1.0, 0.8, 1.4], [1.2, 0.3, -2.5], [1.2, -1.2, 0.7], [-0.5, -0.2, -2.0], [-1.2, 0.5, 3.0], [-0.3, -0.1, -0.1], [0.2, -0.1, -0.3], [-0.8, 0.3, -0.1], [-0.4, -0.6, 0.3]]
}

---

(2)
{
  "formula": "CH3N5O",
  "method": "the ωB97M-V functional and the def2-TZVPD basis",
  "de_lowest_ev": 4.486,
  "homo_ev": -9.8,
  "total_energy_ev": -10577.1980,
  "homo_lumo_gap_ev": 9.86,
  "max_force_ha_per_bohr": 0.1559,
  "symbols": ["C", "H", "H", "H", "N", "N", "N", "N", "N", "O"],
  "coordinates": [[-0.50053, -0.70619, -0.73860], [0.37797, -0.39864, 2.09199], [1.01991, -1.72538, 0.91189], [-0.02440, 1.90847, 0.55305], [1.05081, -0.37528, 1.07814], [0.04948, 0.12230, 0.32635], [0.36580, 1.26817, -0.39106], [-0.66560, 1.42037, -1.33206], [-1.08703, 0.36908, -1.69782], [-0.58640, -1.88292, -0.80189]],
  "atomic_forces_ev_per_a": [[-0.8, 1.8, 0.4], [3.4, -0.3, -2.9], [0.1, 4.9, 0.1], [2.0, -0.4, -4.1], [-1.8, -5.7, 5.3], [-2.1, -3.5, -4.9], [-1.9, 5.0, 5.4], [1.9, 2.7, 0.2], [-0.9, -4.4, 0.4], [0.2, -0.2, 0.1]]
}

---

(3)
{
  "formula": "C4H7NO",
  "method": "the ωB97M-V functional and the def2-TZVPD basis",
  "de_lowest_ev": 1.201,
  "homo_ev": -10.5,
  "total_energy_ev": -7798.4434,
  "homo_lumo_gap_ev": 11.39,
  "max_force_ha_per_bohr": 0.0222,
  "symbols": ["N", "C", "C", "C", "C", "O", "H", "H", "H", "H", "H", "H", "H"],
  "coordinates": [[0.28012, -2.52475, -0.28368], [0.39598, -1.65852, 0.47426], [0.51557, -0.44047, 1.27723], [0.37263, 0.78495, 0.33839], [-0.32244, 0.58044, -1.00671], [-1.68183, 0.23704, -0.82385], [-0.24024, -0.46433, 2.07134], [1.49529, -0.44528, 1.77601], [-0.15796, 1.58621, 0.86119], [1.37044, 1.15935, 0.08427], [-0.21656, 1.54317, -1.52552], [0.19427, -0.18345, -1.60662], [-2.00526, -0.17436, -1.63632]],
  "atomic_forces_ev_per_a": [[0.2, 0.7, 0.9], [-0.1, -0.9, -0.7], [0.0, -0.1, -0.1], [0.0, 0.2, -0.1], [0.4, 0.1, 0.0], [-0.1, -0.1, -0.1], [0.1, 0.0, -0.3], [-0.3, 0.0, -0.2], [0.1, -0.1, 0.0], [-0.1, 0.0, 0.2], [-0.2, -0.1, -0.1], [-0.1, 0.1, 0.2], [0.1, 0.1, 0.3]]
}